Formula: C42H37IrN3OPS
Source: the Open Molecules 2025 dataset
Level of theory: ωB97M-V with the def2-TZVPD basis set

XYZ file:
```
86
Properties=species:S:1:pos:R:3:forces:R:3
Ir 0.193 -0.550 0.176 -1.06 -1.04 -1.61
C 1.030 -3.634 0.512 -0.41 -0.18 0.07
C -0.282 -4.253 0.046 -0.17 0.29 0.16
C -0.463 -5.602 0.743 0.03 0.18 -0.16
C -1.472 -3.325 0.364 0.24 -0.65 0.28
C -2.834 -3.912 -0.069 0.38 -0.72 0.59
O -3.383 -2.928 -0.940 -0.03 0.73 -0.54
C -2.521 -1.943 -1.070 -0.12 0.00 0.02
N -1.422 -2.057 -0.385 0.72 1.31 0.69
C -2.899 -0.897 -2.022 -0.37 0.18 -0.43
C -3.700 -1.290 -3.100 0.16 -0.10 0.36
C -4.045 -0.391 -4.095 0.10 0.24 0.00
C -3.616 0.925 -4.014 -0.14 -0.22 0.08
C -2.873 1.345 -2.922 0.18 0.08 0.27
C -2.516 0.453 -1.910 0.82 -0.60 0.05
P -1.558 1.057 -0.487 -0.53 0.17 1.18
C -2.615 0.975 0.988 0.46 -0.14 0.11
C -2.094 1.635 2.109 0.01 -0.08 -0.27
C -2.805 1.668 3.290 -0.05 0.02 -0.02
C -4.040 1.036 3.367 0.07 -0.07 -0.12
C -4.550 0.367 2.263 -0.09 -0.03 0.11
C -3.843 0.327 1.071 0.15 -0.03 -0.11
C -1.412 2.844 -0.772 0.82 -0.41 0.18
C -0.305 3.387 -1.419 0.00 -0.17 -0.05
C -0.306 4.727 -1.765 -0.01 0.09 0.00
C -1.401 5.525 -1.453 0.14 -0.11 0.00
C -2.489 4.988 -0.781 -0.06 0.08 -0.04
C -2.498 3.654 -0.429 -0.07 -0.37 0.07
H 1.872 -4.204 0.134 0.23 0.12 -0.09
H 1.087 -3.627 1.598 0.02 0.09 0.13
H 1.137 -2.596 0.147 0.24 0.20 -0.11
H -0.247 -4.409 -1.039 -0.06 0.06 0.02
H -0.557 -5.467 1.817 -0.01 0.00 0.19
H 0.409 -6.222 0.557 0.01 -0.14 0.00
H -1.339 -6.135 0.387 -0.04 -0.12 -0.03
H -1.446 -3.093 1.437 -0.09 -0.06 -0.10
H -3.533 -4.073 0.754 0.09 0.05 -0.13
H -2.731 -4.838 -0.639 -0.01 0.15 0.07
H -4.038 -2.313 -3.158 0.00 -0.07 -0.04
H -4.643 -0.715 -4.933 -0.05 -0.06 -0.06
H -3.872 1.635 -4.785 -0.04 0.06 -0.08
H -2.586 2.381 -2.848 0.06 0.07 -0.04
H -1.135 2.131 2.030 0.02 0.11 0.09
H -2.409 2.201 4.140 0.04 0.08 0.12
H -4.603 1.063 4.286 -0.11 0.03 0.10
H -5.511 -0.119 2.331 -0.10 -0.04 -0.03
H -4.260 -0.193 0.220 -0.09 0.02 -0.09
H 0.544 2.758 -1.655 0.09 0.02 -0.09
H 0.540 5.153 -2.280 0.10 0.03 -0.03
H -1.400 6.568 -1.727 0.01 0.11 -0.04
H -3.339 5.608 -0.535 -0.03 0.05 0.03
H -3.347 3.232 0.087 -0.10 0.06 0.03
C 0.364 -0.411 2.182 -0.51 0.37 -1.69
C 0.267 -0.446 3.413 0.17 -0.11 -0.22
C 0.192 -0.522 4.799 0.07 0.02 -0.62
C -1.046 -0.789 5.432 -0.53 -0.06 0.59
C -1.096 -0.931 6.797 -0.60 -0.03 -0.54
C 0.065 -0.809 7.566 0.06 0.06 -0.07
C 1.286 -0.523 6.952 0.56 0.15 -0.40
C 1.358 -0.375 5.588 0.50 -0.06 0.63
H -1.936 -0.866 4.823 -0.02 -0.05 0.03
H -2.038 -1.134 7.285 -0.05 -0.03 0.01
H 0.017 -0.922 8.639 -0.01 -0.03 0.11
H 2.177 -0.419 7.552 0.06 0.01 0.03
H 2.298 -0.164 5.099 0.06 0.02 0.01
S 6.483 -0.411 -2.614 -0.37 0.28 0.10
C 4.818 -0.344 -1.933 0.68 -0.02 -0.24
C 3.770 -0.983 -2.583 -0.43 0.10 0.33
C 2.504 -0.914 -2.028 -0.19 -0.41 -0.60
N 2.244 -0.270 -0.890 -0.92 0.49 1.41
C 3.254 0.341 -0.265 0.58 0.46 0.42
C 4.552 0.332 -0.748 -0.47 -0.11 0.07
C 6.352 1.125 -3.559 0.02 -0.38 0.10
C 5.989 1.053 -4.895 -0.02 0.20 -0.14
C 5.904 2.253 -5.600 -0.01 -1.04 0.44
N 6.160 3.388 -5.009 -0.17 1.93 -1.15
C 6.523 3.485 -3.758 0.05 -0.87 0.69
C 6.636 2.345 -2.966 0.03 0.20 -0.05
H 3.931 -1.535 -3.496 0.00 0.01 -0.08
H 1.668 -1.389 -2.525 -0.08 -0.10 -0.01
H 3.014 0.859 0.655 0.03 -0.04 -0.03
H 5.335 0.826 -0.194 0.05 0.04 -0.01
H 5.790 0.115 -5.386 0.01 -0.20 0.01
H 5.620 2.281 -6.643 0.01 -0.03 -0.09
H 6.724 4.474 -3.369 0.05 0.05 0.05
H 6.952 2.423 -1.939 0.07 -0.10 0.19
```
Positions in Å, forces in eV/Å.

Total charge: +3
E: -73606.1160 eV
Spin multiplicity: 2
Kohn-Sham gap (alpha / beta): 4.2 / 3.2 eV
HOMO energy (alpha / beta): -14.72 / -14.72 eV